Computed, not measured: a molecular structure, C20H38N7O2P2S2, with the ωB97M-V functional and the def2-TZVPD basis.

XYZ file:
```
71
Properties=species:S:1:pos:R:3
C -0.441 -1.745 -1.281
C 0.734 -2.665 -1.017
S 1.337 -2.627 0.693
C -0.193 -2.972 1.610
C -0.069 -2.749 3.093
C 0.180 -1.548 3.718
C 0.392 -0.310 2.899
C -0.884 0.579 2.614
N -0.508 1.471 1.528
N -1.321 1.346 3.743
N -2.001 -0.332 2.259
C 0.252 -1.516 5.170
P 0.579 0.056 6.067
O 1.606 0.912 5.428
C 0.065 -2.644 5.935
P 0.069 -2.629 7.760
N -0.985 -1.580 8.292
C -0.176 -3.903 5.308
N -0.366 -5.076 5.894
S -0.595 -6.123 4.676
N -0.477 -5.141 3.436
C -0.235 -3.908 3.897
H -0.241 -0.717 -0.973
H -1.346 -2.059 -0.774
H -0.695 -1.709 -2.342
H 0.398 -3.684 -1.204
H 1.558 -2.485 -1.698
H -1.047 -2.402 1.268
H -0.430 -4.016 1.444
H 0.788 -0.556 1.923
H 1.113 0.353 3.367
H -1.367 1.890 1.185
H -0.138 0.913 0.766
H -0.544 1.805 4.200
H -1.793 0.731 4.390
H -2.060 -0.346 1.250
H -2.857 0.065 2.633
H -0.675 0.668 6.199
H 0.951 -0.252 7.380
H 1.376 -2.304 8.167
H -0.260 -3.932 8.152
H -1.694 -2.036 8.851
C -1.466 1.647 -5.645
C -0.894 2.428 -4.447
C -0.358 3.799 -4.889
C 0.948 3.729 -5.677
C 2.025 2.984 -4.890
C 1.602 1.577 -4.444
N 0.237 1.661 -3.772
O 0.341 1.969 -2.626
C 1.579 0.618 -5.656
C 2.640 0.994 -3.486
C -2.078 2.612 -3.500
H -2.206 2.262 -6.150
H -0.733 1.379 -6.400
H -1.958 0.731 -5.316
H -0.203 4.425 -4.004
H -1.131 4.286 -5.482
H 0.780 3.256 -6.647
H 1.294 4.741 -5.889
H 2.928 2.890 -5.492
H 2.290 3.580 -4.010
H 1.014 -0.289 -5.438
H 2.593 0.317 -5.902
H 1.179 1.070 -6.560
H 2.834 1.639 -2.630
H 3.581 0.872 -4.015
H 2.330 0.015 -3.117
H -2.425 1.654 -3.112
H -2.896 3.069 -4.050
H -1.847 3.263 -2.658
```

Values from the calculation:
HOMO level: -10.11 eV
Largest force on an atom: 5.07 eV/Å
Molar mass: 534.65 g/mol
Total charge: +1
Relative energy (zero: lowest compared OMol25 entry of this formula, charge and spin): 0.0 kJ/mol
Electronic energy: -2797.3694 hartree